Entry 1:
108
Properties=species:S:1:pos:R:3:lowdin_charge:R:1 method="wB97M-V/def2-TZVPD" relative_energy_ev=0.513 spin_multiplicity=2 total_charge=+1
C -0.358 0.592 -0.095 -0.058
C 1.048 0.295 -0.694 -0.255
C 1.584 -1.059 -0.448 -0.214
C 1.747 -1.341 0.988 -0.203
N 1.933 -1.605 2.121 0.155
H -0.465 1.676 -0.090 0.048
H -0.380 0.310 0.958 0.049
H -1.151 0.042 -0.603 0.054
H 1.841 0.924 -0.289 0.084
H 1.058 0.370 -1.781 0.101
H 2.604 -1.059 -0.833 0.109
H 1.091 -1.900 -0.935 0.094
C 4.173 3.813 2.816 -0.065
C 3.279 4.676 1.896 -0.181
C 3.033 3.978 0.516 -0.119
C 2.070 4.721 -0.382 0.017
N 1.329 5.239 -1.141 0.377
H 5.155 3.616 2.384 0.084
H 3.762 2.862 3.153 0.090
H 4.413 4.330 3.745 0.094
H 3.650 5.685 1.716 0.124
H 2.298 4.746 2.364 0.094
H 2.645 2.994 0.779 0.117
H 3.915 3.957 -0.124 0.117
C -1.052 -6.983 1.748 -0.080
C -0.870 -5.653 2.561 -0.231
C 0.418 -4.869 2.185 -0.189
C 0.614 -4.717 0.767 -0.203
N 0.683 -4.580 -0.399 0.184
H -0.187 -7.588 2.021 0.074
H -0.973 -6.753 0.685 0.062
H -1.992 -7.491 1.963 0.075
H -0.922 -5.752 3.645 0.101
H -1.738 -5.046 2.304 0.089
H 1.303 -5.349 2.603 0.127
H 0.486 -3.880 2.636 0.081
C 2.962 -0.166 -4.492 -0.089
C 4.453 0.138 -4.327 -0.243
C 4.852 0.655 -2.946 -0.178
C 4.037 1.755 -2.499 -0.187
N 3.401 2.656 -2.168 0.185
H 2.622 -1.060 -3.970 0.051
H 2.835 -0.376 -5.555 0.080
H 2.302 0.670 -4.261 0.071
H 4.798 0.821 -5.104 0.115
H 5.109 -0.705 -4.542 0.114
H 5.914 0.877 -3.054 0.129
H 4.803 -0.154 -2.216 0.120
C -1.717 -1.124 3.520 -0.099
C -2.250 -2.396 4.228 -0.205
C -1.303 -3.012 5.322 -0.187
C -0.795 -2.055 6.314 -0.221
N -0.363 -1.262 7.080 0.135
H -1.365 -0.357 4.209 0.054
H -2.486 -0.721 2.860 0.065
H -0.897 -1.272 2.817 0.040
H -2.419 -3.180 3.488 0.085
H -3.142 -2.167 4.810 0.108
H -0.385 -3.399 4.880 0.098
H -1.818 -3.817 5.847 0.117
C -1.801 2.563 5.598 -0.093
C -2.606 3.432 4.603 -0.241
C -2.479 2.980 3.139 -0.159
C -1.043 3.079 2.684 -0.189
N 0.049 3.164 2.313 0.164
H -2.116 1.521 5.650 0.062
H -1.833 2.888 6.638 0.077
H -0.736 2.611 5.372 0.070
H -2.244 4.455 4.706 0.107
H -3.671 3.491 4.828 0.112
H -3.116 3.526 2.443 0.102
H -2.820 1.945 3.141 0.108
C 2.001 -5.892 -5.413 -0.108
C 1.965 -5.611 -3.914 -0.232
C 2.028 -4.146 -3.353 -0.199
C 0.827 -3.369 -3.525 -0.265
N -0.124 -2.757 -3.695 0.180
H 1.252 -5.361 -6.000 0.070
H 1.736 -6.936 -5.585 0.075
H 2.940 -5.695 -5.930 0.072
H 2.774 -6.218 -3.507 0.106
H 1.061 -6.024 -3.464 0.105
H 2.848 -3.664 -3.885 0.107
H 2.266 -3.999 -2.300 0.081
C -3.580 4.841 -0.888 -0.092
C -2.148 5.300 -0.569 -0.264
C -1.919 6.176 0.700 -0.184
C -2.671 7.436 0.706 -0.221
N -3.260 8.446 0.653 0.152
H -3.947 4.097 -0.181 0.064
H -3.542 4.371 -1.871 0.077
H -4.275 5.681 -0.883 0.076
H -1.768 5.789 -1.466 0.104
H -1.638 4.352 -0.395 0.077
H -0.868 6.459 0.765 0.100
H -2.313 5.607 1.541 0.093
C -2.623 -0.440 -2.799 -0.153
C -3.343 -1.175 -3.886 -0.261
C -3.657 -0.270 -5.122 -0.168
C -4.364 0.969 -4.790 -0.245
N -4.908 1.949 -4.517 0.139
H -2.690 -1.084 -1.922 0.074
H -3.113 0.508 -2.575 0.065
H -1.613 -0.135 -3.075 0.065
H -4.302 -1.512 -3.491 0.109
H -2.811 -2.101 -4.103 0.088
H -4.277 -0.867 -5.791 0.117
H -2.722 0.071 -5.565 0.117

=====

Entry 2:
129
Properties=species:S:1:pos:R:3:lowdin_charge:R:1 method="wB97M-V/def2-TZVPD" relative_energy_ev=0.000 spin_multiplicity=1
C -6.717 2.055 2.449 0.034
C -7.171 0.981 3.083 -0.060
C -6.602 -0.394 2.902 -0.486
O -6.064 -0.968 3.812 0.112
O -6.786 -0.916 1.682 0.020
C -5.603 -1.449 1.052 -0.153
C -4.843 -0.372 0.264 -0.151
C -4.842 -0.643 -1.242 -0.206
C -3.874 -1.744 -1.670 -0.215
C -2.404 -1.361 -1.497 -0.242
C -1.505 -2.444 -2.106 -0.272
P 0.165 -1.815 -2.559 0.808
O 0.839 -2.199 -1.028 -0.308
C 1.291 -2.977 -3.418 -0.242
C 1.733 -4.193 -2.570 -0.236
C 3.159 -3.961 -2.084 -0.241
C 3.693 -5.079 -1.170 -0.244
S 4.441 -4.264 0.258 0.318
O 3.385 -3.743 1.058 -0.317
O 5.394 -3.298 -0.186 -0.351
Cl 5.486 -5.717 1.250 0.374
C -0.563 -1.155 -4.236 -0.292
C 0.258 -0.026 -4.822 -0.228
O 1.652 -0.385 -4.954 -0.052
C 2.242 0.036 -6.099 -0.536
C 3.451 0.909 -5.924 0.026
O 1.854 -0.283 -7.186 0.116
H -5.675 2.084 2.157 0.068
H -7.382 2.880 2.248 0.067
H -7.992 1.098 3.781 0.111
H -4.925 -1.910 1.763 0.083
H -5.925 -2.255 0.402 0.124
H -3.833 -0.235 0.642 0.108
H -5.399 0.553 0.417 0.097
H -5.852 -0.978 -1.491 0.113
H -4.674 0.256 -1.833 0.110
H -4.032 -1.910 -2.740 0.110
H -4.103 -2.691 -1.180 0.119
H -2.225 -0.410 -1.998 0.104
H -2.211 -1.254 -0.433 0.107
H -1.458 -3.292 -1.425 0.093
H -1.972 -2.802 -3.024 0.081
H 0.558 -0.466 -2.334 0.073
H 0.950 -1.393 -0.510 -0.006
H 2.188 -2.449 -3.729 0.086
H 0.842 -3.343 -4.336 0.086
H 1.765 -5.052 -3.244 0.112
H 1.042 -4.454 -1.775 0.103
H 3.801 -3.964 -2.965 0.119
H 3.292 -2.981 -1.640 0.097
H 4.508 -5.631 -1.630 0.094
H 2.930 -5.780 -0.847 0.107
H -1.557 -0.725 -4.081 0.077
H -0.712 -1.958 -4.961 0.081
H 0.217 0.794 -4.100 0.113
H -0.137 0.304 -5.779 0.119
H 3.878 0.822 -4.930 0.082
H 3.233 1.951 -6.141 0.072
H 4.212 0.601 -6.634 0.090
C -3.917 -5.895 6.076 -0.066
C -3.148 -5.710 4.784 -0.239
O -4.007 -5.343 3.704 0.005
C -4.360 -4.070 3.447 -0.498
C -4.096 -2.993 4.471 0.008
O -4.953 -3.817 2.432 0.094
H -4.390 -4.966 6.397 0.068
H -3.253 -6.235 6.871 0.080
H -4.709 -6.632 5.941 0.083
H -2.330 -4.996 4.889 0.113
H -2.699 -6.657 4.486 0.121
H -4.979 -2.894 5.097 0.093
H -3.931 -2.057 3.953 0.075
H -3.223 -3.172 5.097 0.073
C 3.627 6.168 -8.495 -0.064
C 2.906 5.311 -7.476 -0.234
O 3.805 4.442 -6.781 -0.014
C 4.500 4.807 -5.685 -0.528
C 4.575 6.271 -5.318 0.012
O 5.100 3.974 -5.066 0.108
H 4.349 6.834 -8.021 0.067
H 2.915 6.774 -9.055 0.082
H 4.178 5.538 -9.194 0.085
H 2.322 5.906 -6.773 0.114
H 2.205 4.651 -7.984 0.125
H 5.460 6.704 -5.783 0.096
H 4.672 6.345 -4.238 0.090
H 3.699 6.847 -5.604 0.070
C 4.793 1.546 -0.038 -0.055
C 3.569 2.375 0.280 -0.224
O 2.385 1.675 -0.113 0.013
C 1.782 0.777 0.675 -0.509
C 2.480 0.287 1.919 0.034
O 0.726 0.311 0.322 0.066
H 4.796 0.610 0.522 0.063
H 5.703 2.094 0.206 0.084
H 4.811 1.288 -1.098 0.084
H 3.526 2.669 1.329 0.115
H 3.579 3.297 -0.300 0.122
H 3.057 -0.604 1.668 0.098
H 1.722 0.021 2.651 0.095
H 3.135 1.019 2.384 0.075
C 8.624 -2.623 1.489 -0.056
C 7.740 -1.554 0.883 -0.237
O 6.936 -0.906 1.875 -0.005
C 7.343 0.139 2.614 -0.539
C 8.812 0.497 2.633 0.012
O 6.547 0.727 3.295 0.095
H 9.340 -2.202 2.196 0.067
H 9.178 -3.146 0.709 0.084
H 8.018 -3.347 2.033 0.077
H 8.309 -0.822 0.307 0.116
H 7.032 -2.013 0.195 0.083
H 9.290 -0.021 3.463 0.095
H 8.897 1.570 2.790 0.089
H 9.337 0.265 1.710 0.070
C -7.636 3.836 7.563 -0.064
C -6.891 4.073 6.266 -0.237
O -7.778 4.406 5.197 -0.013
C -8.211 5.655 4.940 -0.532
C -7.999 6.736 5.975 0.011
O -8.814 5.865 3.926 0.107
H -8.154 4.734 7.899 0.067
H -6.947 3.521 8.347 0.082
H -8.390 3.060 7.426 0.084
H -6.109 4.827 6.370 0.113
H -6.397 3.154 5.953 0.119
H -8.874 6.778 6.622 0.095
H -7.897 7.686 5.457 0.090
H -7.107 6.602 6.582 0.069